Record 1
The following is a DFT calculation (ωB97M-V/def2-TZVPD) of a cluster of 13 separate species, C28H72N6O15 in total in a non-equilibrium geometry.

Structure (XYZ):
```
121
Properties=species:S:1:pos:R:3:forces:R:3
C -24.8208 -7.1599 -19.4417 -0.22 -1.66 -0.70
O -23.6557 -6.4068 -19.5475 0.63 0.75 0.28
H -25.7065 -6.6948 -19.0090 0.21 0.33 0.14
H -25.0794 -7.5955 -20.4069 -0.40 0.31 -0.37
H -24.5607 -8.0735 -18.9071 -0.07 0.25 0.63
H -23.7168 -5.7803 -20.2724 -0.15 0.00 0.02
C -23.1916 -7.3239 -26.0934 0.39 -0.62 -0.54
O -23.5026 -8.5056 -26.8069 -0.65 -0.50 -0.38
H -23.1394 -7.5361 -25.0255 -0.08 0.34 0.14
H -22.2292 -6.9658 -26.4589 0.04 0.47 0.26
H -23.9833 -6.6212 -26.3534 0.16 0.09 0.32
H -22.7827 -9.1407 -26.8125 0.15 0.21 0.21
C -19.8173 -10.4671 -18.9570 -0.08 1.04 -0.63
O -19.4360 -9.1690 -18.4896 0.04 -0.34 0.64
H -20.7516 -10.8246 -18.5240 0.07 -0.09 0.30
H -19.9920 -10.2982 -20.0196 0.07 -0.87 -0.31
H -19.0007 -11.1654 -18.7734 -0.13 0.14 -0.05
H -20.1877 -8.5914 -18.6411 0.02 0.14 0.05
C -24.5170 -15.2308 -14.4567 -0.65 -0.39 -1.60
O -24.1006 -14.7712 -13.2398 0.43 0.97 1.84
H -25.5408 -14.9005 -14.6323 -0.23 -0.21 0.31
H -24.0043 -14.8085 -15.3210 0.53 -0.06 0.01
H -24.4784 -16.3196 -14.4903 -0.04 -0.14 -0.27
H -23.1600 -14.5871 -13.1860 -0.06 -0.17 -0.29
C -31.0993 -5.1839 -21.5411 1.40 -1.21 -0.51
O -30.0896 -5.9788 -22.2207 -0.67 0.17 -0.43
H -31.8066 -5.8814 -21.0923 -0.07 0.32 0.49
H -30.4212 -4.6873 -20.8471 -1.06 0.56 0.37
H -31.6398 -4.5518 -22.2456 0.21 0.39 0.22
H -30.5128 -6.3181 -23.0128 0.19 -0.25 -0.15
C -34.1715 -8.1687 -26.5954 -1.41 0.65 -0.95
O -33.0306 -8.8528 -26.2071 0.41 -0.46 0.57
H -34.6719 -7.6081 -25.8058 0.70 0.07 0.38
H -33.9590 -7.4950 -27.4255 0.05 0.36 0.01
H -34.9818 -8.8009 -26.9586 0.05 -0.53 -0.08
H -32.8793 -9.5282 -26.8723 0.22 -0.08 0.07
C -30.5336 -17.4494 -24.1381 0.19 -1.99 0.35
C -30.2956 -18.8622 -24.7093 -1.93 0.05 -0.64
C -30.9288 -19.1338 -26.1163 -0.67 1.23 1.67
O -29.8551 -19.5057 -26.8810 -0.27 -0.87 -2.36
C -28.7439 -19.5088 -26.2291 4.48 -0.17 0.34
O -27.6568 -19.8069 -26.7163 -2.52 0.67 1.49
O -28.9354 -19.0726 -24.9328 1.27 -0.55 -1.06
H -29.9395 -17.5106 -23.2263 0.28 0.92 -0.06
H -31.5604 -17.3454 -23.7874 -0.10 0.17 -0.40
H -30.2317 -16.7060 -24.8758 0.02 0.13 0.38
H -30.6804 -19.6741 -24.0921 0.17 0.32 0.69
H -31.2900 -18.1785 -26.4972 -0.64 -0.31 -0.24
H -31.6407 -19.9585 -26.0840 -0.28 0.41 -0.17
C -33.6620 -7.3179 -12.9316 -1.63 0.23 2.43
O -34.6500 -7.0969 -12.2091 1.38 -0.24 -1.27
N -32.7346 -6.4012 -13.2476 0.57 1.04 -0.04
C -31.7747 -6.6885 -14.3163 -0.03 0.40 -0.47
C -32.7717 -4.9952 -12.7130 0.71 -0.69 -0.57
H -33.4135 -8.3595 -13.1876 0.04 0.19 -0.60
H -30.8548 -6.1045 -14.2871 -0.10 0.19 0.69
H -32.2047 -6.4165 -15.2802 -0.16 -0.14 -0.18
H -31.4458 -7.7261 -14.3730 -0.40 -0.09 0.32
H -31.8001 -4.8172 -12.2521 0.03 -0.06 0.19
H -32.8212 -4.2685 -13.5240 -0.30 -0.14 -0.21
H -33.5455 -4.7651 -11.9807 -0.10 -0.70 -0.28
C -30.0758 -12.4430 -31.2664 -0.60 0.04 2.00
O -30.6705 -12.5359 -30.1838 1.09 -0.17 -1.20
N -28.7755 -12.7801 -31.4937 -0.01 -0.35 -0.23
C -28.2314 -12.7268 -32.8434 0.18 1.05 -0.21
C -27.8752 -13.4370 -30.4931 -1.44 0.61 -0.90
H -30.6371 -11.9822 -32.0939 0.55 -0.21 -0.41
H -28.0328 -13.6859 -33.3217 -0.27 -0.19 0.21
H -27.3047 -12.1544 -32.8849 0.41 -0.21 0.50
H -28.8329 -12.0927 -33.4947 -0.60 -0.42 0.06
H -28.3189 -13.4064 -29.4980 0.04 0.30 -0.16
H -27.8043 -14.4847 -30.7854 0.49 0.00 0.05
H -26.9425 -12.8776 -30.5659 0.15 -0.44 0.32
C -26.3110 -22.3129 -20.7376 2.26 1.95 1.09
O -25.7235 -21.2928 -20.2796 -1.82 -2.68 -1.41
N -25.6703 -23.3334 -21.3889 0.02 0.91 -0.20
C -26.3871 -24.5302 -21.7552 -0.50 -0.42 0.14
C -24.2762 -23.1676 -21.7828 0.54 -0.12 -0.30
H -27.3900 -22.4906 -20.6092 0.11 0.08 0.02
H -26.3902 -24.7962 -22.8122 0.35 0.44 -0.21
H -27.4366 -24.4197 -21.4826 0.01 0.12 0.08
H -26.0359 -25.4168 -21.2272 0.26 0.04 0.18
H -23.6003 -23.8578 -21.2780 -0.16 -0.06 0.37
H -24.0983 -23.3523 -22.8422 -0.56 -0.21 -0.23
H -23.8967 -22.1562 -21.6372 -0.51 -0.04 0.46
C -28.2676 -12.2059 -20.5200 0.48 -0.56 0.58
O -28.4129 -12.5884 -19.3512 0.10 0.69 -2.02
N -27.3440 -12.6752 -21.4078 0.87 -1.88 0.83
C -27.0966 -12.1724 -22.7244 -0.18 0.60 -1.12
C -26.4634 -13.8081 -21.0257 -0.41 0.47 1.15
H -28.8490 -11.4254 -21.0349 -0.36 0.16 0.48
H -26.4486 -11.2970 -22.7651 0.12 0.12 0.29
H -27.9906 -11.9142 -23.2920 -0.32 0.07 0.32
H -26.6081 -12.9235 -23.3451 0.01 -0.19 0.28
H -26.4908 -14.6628 -21.7016 -0.20 0.32 -0.31
H -25.4310 -13.4959 -20.8686 0.09 0.21 -0.38
H -26.7788 -14.1567 -20.0423 -0.20 0.01 -0.09
C -29.1785 -15.0898 -9.3363 -0.79 0.52 1.34
O -28.6865 -15.5359 -8.3070 -0.08 0.08 -1.25
N -30.2560 -14.2465 -9.3224 -1.00 -0.21 -0.64
C -30.8774 -13.6588 -10.5209 1.08 -0.13 -0.10
C -30.9724 -13.8327 -8.1218 0.83 0.05 0.51
H -28.8534 -15.2704 -10.3725 0.33 -0.21 0.15
H -30.8565 -12.5783 -10.3788 -0.38 0.07 -0.13
H -31.8788 -14.0171 -10.7595 -0.17 0.00 0.55
H -30.3096 -13.8506 -11.4313 0.38 -0.18 0.18
H -32.0143 -14.1525 -8.1056 -0.07 0.15 -0.39
H -30.5415 -14.2036 -7.1918 0.37 -0.26 -0.37
H -30.8702 -12.7483 -8.0808 -0.49 0.14 0.14
C -19.8845 -14.9869 -26.2326 -0.88 0.37 -0.72
O -20.5927 -14.0686 -26.6478 1.04 -0.72 0.70
N -20.2362 -16.2866 -26.2994 0.48 -0.92 -0.15
C -19.3901 -17.3557 -25.8148 0.53 -0.23 0.11
C -21.5278 -16.6990 -26.7705 -0.43 0.38 -0.21
H -18.8822 -14.9001 -25.7852 0.00 0.51 -0.04
H -19.7939 -17.8428 -24.9273 0.06 0.38 0.41
H -18.3665 -17.0083 -25.6746 -0.15 0.22 0.46
H -19.2577 -18.2018 -26.4892 -0.40 0.26 -0.71
H -21.9681 -15.8823 -27.3426 -0.05 -0.06 0.15
H -21.4461 -17.5723 -27.4175 0.06 -0.04 0.09
H -22.1552 -16.9281 -25.9091 -0.27 -0.13 -0.09
```
Forces are in eV/Å.

Summary:
Energy in a.u.: -2566.97994
E_HOMO in eV: -9.149
E_LUMO in eV: 0.1324
Charge: 0
Kohn-Sham gap in eV: 9.3

Atom charges from the Mulliken analysis, given in e for atoms 1 to 5: -0.5016, -0.4977, 0.2453, 0.2366, 0.2177

Record 2
The following is a DFT calculation (ωB97M-V/def2-TZVPD) of a cluster of 12 separate species, C28H72O20 in total in a non-equilibrium geometry.

Structure (XYZ):
```
120
Properties=species:S:1:pos:R:3:forces:R:3
C 10.5636 -2.8245 9.4086 0.26 -0.85 -2.73
O 11.8062 -3.5143 9.1951 -0.06 -0.86 -0.50
C 13.0850 -3.1267 9.2578 -2.68 -1.92 -0.58
O 13.9429 -3.9381 9.0115 -0.32 0.46 0.06
O 13.1844 -1.8959 9.5989 1.55 1.11 0.79
C 14.5893 -1.6133 9.8324 0.27 -0.19 0.53
H 10.4787 -2.3853 10.3253 0.12 1.11 2.65
H 9.8886 -3.6716 9.3327 -0.41 0.30 0.04
H 10.2937 -2.0626 8.6428 0.60 -0.61 0.23
H 14.5682 -0.5900 10.0845 0.43 1.06 0.26
H 15.1215 -1.7861 8.9072 0.30 -0.04 -0.02
H 15.0197 -2.2264 10.6686 -0.56 0.43 -0.87
C 16.5271 4.0895 16.7809 1.01 -0.37 0.54
O 17.1567 5.3637 16.7678 0.29 1.41 0.14
C 16.4337 6.3795 16.2506 1.06 -1.36 -0.26
O 15.3643 6.2552 15.7303 -0.75 0.07 -0.04
O 17.1456 7.5032 16.3044 -0.48 -0.53 -0.26
C 16.4648 8.6092 15.7032 -0.57 0.52 -0.56
H 16.4926 3.7145 15.7752 -0.35 -0.28 -0.45
H 15.5503 4.2060 17.2106 -0.48 -0.40 0.14
H 17.1986 3.4254 17.3752 -0.74 0.57 -0.35
H 17.1176 9.3995 16.0619 -0.41 0.57 -0.52
H 15.4285 8.7058 16.0945 0.78 -0.03 -0.05
H 16.3487 8.5759 14.5617 0.63 -0.24 1.65
C 18.8342 -7.0821 14.1336 -1.38 0.11 -0.18
O 19.2279 -6.3639 12.9550 0.29 0.22 1.31
C 18.8972 -6.7913 11.7668 0.09 -2.14 0.43
O 19.2706 -6.2506 10.7859 0.09 1.03 -1.69
O 18.2599 -7.9855 11.8229 -0.68 0.77 0.98
C 17.8129 -8.5255 10.5887 -0.83 -1.98 0.68
H 19.2795 -6.5274 14.9310 0.03 0.40 0.54
H 19.1845 -8.1049 14.2051 0.20 -0.14 -0.51
H 17.7175 -7.0864 14.1977 0.94 0.03 0.16
H 16.9316 -9.2730 10.7651 1.50 1.68 -0.01
H 18.6563 -9.1354 10.2783 -0.12 0.11 -0.93
H 17.5292 -7.7138 9.9508 -0.06 0.09 -0.74
C 16.7971 3.4304 12.7786 0.54 -0.19 0.09
O 16.5982 2.3326 11.9131 0.60 -1.53 -1.30
C 17.5158 2.1040 10.9322 0.37 2.54 1.15
O 18.3487 2.9150 10.6111 0.15 0.04 -0.01
O 17.3627 0.9297 10.4265 -0.04 -1.98 -1.70
C 18.3131 0.4834 9.3521 0.34 0.39 1.73
H 17.5673 3.1889 13.5261 -0.66 -0.19 0.27
H 15.7913 3.6203 13.1108 -0.01 0.31 0.78
H 17.2224 4.2623 12.2724 0.02 0.83 -0.76
H 19.1642 1.1784 9.2395 -0.71 -0.14 0.20
H 17.7990 0.3450 8.4151 -0.40 0.03 -0.03
H 18.6800 -0.4526 9.7764 -0.04 -0.04 -0.45
C 17.9050 -3.3879 17.7633 -0.25 1.15 -2.48
C 17.4788 -3.8438 16.3461 -2.42 0.64 2.68
O 16.0561 -3.5045 16.1905 0.77 0.53 -0.71
H 17.6942 -2.3137 17.7945 0.37 -0.04 0.23
H 18.9618 -3.5434 17.7922 0.74 -0.18 0.72
H 17.3327 -3.8343 18.5318 -0.31 -0.79 0.80
H 17.5286 -4.8903 16.3042 0.18 -1.60 -0.33
H 18.1004 -3.4219 15.6260 0.83 0.89 -1.47
H 15.9272 -2.9226 15.4017 0.30 -0.33 0.56
C 17.7107 -3.4958 7.2060 1.58 0.74 0.80
C 17.3249 -4.7874 7.8529 -3.13 0.66 0.06
O 16.4091 -4.6019 8.9500 0.36 0.08 0.16
H 18.5053 -3.7153 6.5224 0.45 -0.19 -0.88
H 18.2650 -2.9016 7.9676 -0.79 0.14 -0.37
H 16.9615 -2.9117 6.6509 -0.05 -0.38 0.59
H 18.1129 -5.3750 8.2212 1.35 -0.44 0.42
H 16.7509 -5.3671 7.1529 0.11 -0.67 -0.76
H 15.5176 -4.3556 8.6237 0.75 -0.16 0.34
C 22.1508 -1.8480 12.9314 -1.08 0.69 -2.35
C 21.2863 -3.0444 12.7603 -0.48 -1.12 2.42
O 21.2051 -3.4529 11.4638 -0.28 -1.87 -1.95
H 21.6972 -1.0203 12.2895 0.96 -0.77 0.88
H 23.1326 -2.1457 12.5800 0.32 0.49 0.04
H 22.1262 -1.5960 13.9532 0.30 0.64 1.22
H 20.2727 -2.9033 13.1524 -0.13 0.40 0.21
H 21.7132 -3.8389 13.4176 -0.12 0.13 -0.32
H 20.8374 -4.3768 11.4471 0.35 1.34 -0.20
C 17.0349 1.3836 20.2039 1.02 -0.70 -1.86
C 15.8262 1.5007 19.2923 -0.12 2.51 0.16
O 15.9920 1.0319 17.9770 0.11 -0.33 0.00
H 17.9364 1.9111 19.8328 -0.63 0.03 0.13
H 17.3305 0.3452 20.2483 0.08 -0.51 0.16
H 16.7939 1.6912 21.1770 -0.30 0.62 1.41
H 15.6137 2.6297 19.1874 0.04 -1.59 0.13
H 14.9730 1.0779 19.8318 -0.17 -0.23 -0.37
H 15.8524 0.0655 17.9543 -0.11 0.26 0.25
C 12.8954 -2.0797 17.9125 0.86 -0.57 -1.03
C 14.0969 -2.2005 18.8448 -0.07 -1.81 -1.34
O 15.3075 -1.6703 18.3635 0.37 0.04 -0.49
H 12.0835 -2.6390 18.3365 -0.59 -0.13 0.36
H 13.0341 -2.5203 16.8681 0.26 0.66 1.38
H 12.6427 -1.0466 17.8391 -0.47 0.76 -0.35
H 14.2401 -3.2657 19.0307 0.15 -0.28 0.07
H 13.9173 -1.7976 19.7960 -0.44 1.00 1.23
H 15.6359 -2.2978 17.6899 -0.16 0.25 -0.03
C 14.0864 -5.2228 12.4354 -1.40 -1.80 0.25
C 15.4604 -4.9689 12.9860 -0.33 1.74 0.61
O 16.2554 -4.1923 12.0998 -0.15 0.95 0.55
H 13.4403 -5.7457 13.2052 0.84 0.36 -0.63
H 14.2147 -5.9621 11.6133 -0.51 0.69 0.13
H 13.4416 -4.3721 12.1317 0.99 -0.16 -0.02
H 16.0458 -5.8525 13.0931 -0.14 -1.21 0.75
H 15.3793 -4.4148 13.9476 0.35 -0.49 -0.57
H 16.2935 -4.7060 11.3006 0.30 0.08 -1.24
C 13.0535 1.4087 11.2296 0.48 -0.96 0.64
C 14.0558 0.7486 12.1790 0.12 1.76 0.96
O 14.1659 1.5130 13.4265 0.65 -0.69 -0.38
H 13.4662 2.3016 10.7825 -0.03 0.16 -0.32
H 12.1508 1.6555 11.7968 0.07 -0.03 -0.19
H 12.8250 0.6033 10.5024 -0.15 0.85 -0.02
H 15.0532 0.6474 11.7700 0.02 0.03 -0.34
H 13.6800 -0.2073 12.4032 -0.41 -1.49 0.49
H 14.9397 1.1604 13.9309 -1.01 0.31 -0.68
C 17.6058 -0.3874 14.8522 -2.11 1.25 -1.19
C 17.1759 -0.9594 13.5114 -0.15 0.68 0.24
O 15.9544 -1.6991 13.6970 0.43 -0.38 -0.18
H 18.2095 0.5040 14.7196 0.42 -0.09 0.04
H 18.0714 -1.1266 15.4390 0.48 -0.65 1.06
H 16.6377 -0.0159 15.2611 0.77 -0.33 0.49
H 17.9434 -1.6151 13.1404 0.34 -0.32 -0.52
H 17.0003 -0.1252 12.8094 0.07 -0.44 0.06
H 15.9739 -2.3877 13.0099 -0.18 0.02 0.07
```
Forces are in eV/Å.

Summary:
Energy in a.u.: -2614.70717
E_HOMO in eV: -9.713
E_LUMO in eV: 0.4881
Charge: 0
Energy relative to the best compared isomer or geometry (same formula, charge and spin) in eV: 1.627
SMILES: COC(=O)OC.COC(=O)OC.COC(=O)OC.COC(=O)OC.CCO.CCO.CCO.CCO.CCO.CCO.CCO.CCO
Kohn-Sham gap in eV: 10.2

Atom charges from the Mulliken analysis, given in e for atoms 1 to 5: -0.7072, -0.4079, 0.6465, -0.6319, -0.2886